C27H76N6O11 | the ωB97M-V functional and the def2-TZVPD basis

Last column: Mulliken charge in e.
CARTESIAN COORDINATES (ANGSTROEM)
1 C -1.00563 1.54224 -5.66618  -1.669
2 C -1.88047 0.93354 -4.58231  1.063
3 C -2.58923 -0.25849 -5.13861  -1.465
4 O -1.07550 0.61904 -3.47272  0.018
5 H -0.44405 2.37035 -5.23378  0.158
6 H -1.78410 1.90740 -6.33606  0.567
7 H -0.33618 0.83157 -6.15083  0.273
8 H -2.53347 1.69829 -4.16179  0.167
9 H -2.05230 -1.18700 -4.94451  0.208
10 H -2.59931 -0.24957 -6.22852  0.381
11 H -3.62735 -0.51110 -4.92273  0.391
12 H -0.62227 1.44422 -3.28493  -0.045
13 C -3.80274 2.35703 0.27402  -2.201
14 C -3.89525 1.60641 -0.98181  3.348
15 C -3.73720 0.11422 -0.92413  -2.157
16 O -5.24690 1.81917 -1.54055  -0.634
17 H -2.82590 2.69238 0.62247  -0.238
18 H -4.24797 1.87887 1.14651  0.135
19 H -4.30772 3.30350 0.08087  0.934
20 H -3.23301 1.96092 -1.77166  -0.931
21 H -2.78492 -0.10361 -0.44057  0.289
22 H -3.87437 -0.47622 -1.83004  0.477
23 H -4.47978 -0.34280 -0.27006  0.505
24 H -5.48173 2.66185 -1.14516  0.232
25 C 4.47557 1.35875 4.82038  -1.508
26 C 3.02690 0.98278 5.10107  0.795
27 C 2.68454 -0.43756 4.47402  -0.894
28 O 2.77228 0.89625 6.48517  -0.586
29 H 4.49874 1.41292 3.73197  0.329
30 H 5.21492 0.76916 5.36246  0.336
31 H 4.55826 2.37099 5.21614  0.482
32 H 2.33207 1.71503 4.68981  -0.076
33 H 3.49702 -1.14755 4.62853  0.555
34 H 2.49726 -0.40547 3.40071  0.047
35 H 1.82562 -0.90278 4.95768  0.232
36 H 3.17090 1.60961 6.98898  0.338
37 C 2.06877 5.07052 1.44759  -1.706
38 C 1.60275 4.49488 0.14328  0.764
39 C 2.71362 3.95491 -0.78727  -1.288
40 O 0.60019 3.51522 0.49562  -0.376
41 H 1.32923 5.23211 2.23185  0.386
42 H 2.54152 6.00798 1.15473  0.478
43 H 2.81665 4.48076 1.97765  0.269
44 H 1.08473 5.33141 -0.32573  0.152
45 H 2.32181 3.67042 -1.76382  0.209
46 H 3.26595 3.03496 -0.59565  0.174
47 H 3.49263 4.70802 -0.90590  0.491
48 H 1.05186 2.77305 0.90401  0.013
49 C -4.74750 -4.89885 -0.15009  -1.438
50 C -3.26662 -4.60375 0.29409  0.654
51 C -2.37100 -5.58517 -0.25448  -1.296
52 O -3.02995 -3.41742 -0.36316  -0.209
53 H -5.43737 -4.29619 0.44066  0.456
54 H -5.02782 -5.90188 0.17154  0.416
55 H -4.90592 -4.76540 -1.22023  0.273
56 H -3.14961 -4.47220 1.36978  0.198
57 H -2.52026 -5.70641 -1.32738  0.352
58 H -2.36968 -6.53115 0.28703  0.418
59 H -1.37161 -5.15088 -0.28131  0.159
60 H -3.72564 -2.79232 -0.14670  0.100
61 C -2.72458 2.03205 3.71624  -1.830
62 C -1.54209 1.25800 3.01518  2.424
63 C -0.23807 1.53151 3.80320  -1.388
64 O -1.81032 -0.19821 3.03730  -0.679
65 H -2.86952 1.79023 4.76915  0.476
66 H -3.61363 1.83641 3.11671  0.304
67 H -2.51581 3.09774 3.81012  0.382
68 H -1.28042 1.63545 2.02666  -0.484
69 H -0.05748 2.56239 4.10779  0.398
70 H 0.61182 1.18533 3.21502  -0.192
71 H -0.15512 0.92619 4.70586  0.405
72 H -1.46856 -0.50872 2.19564  0.293
73 C -0.37746 -3.77612 -2.97346  -1.373
74 C 0.65876 -2.71330 -3.11705  2.793
75 C 2.05983 -3.12275 -3.41430  -1.768
76 O 0.30465 -1.69927 -4.01669  -0.604
77 H -1.23946 -3.48502 -2.37320  0.111
78 H -0.05134 -4.70341 -2.50241  0.428
79 H -0.87120 -4.02681 -3.91233  0.389
80 H 0.72287 -2.14515 -2.18905  -1.053
81 H 2.55539 -2.30299 -3.93441  0.318
82 H 1.92913 -3.96779 -4.09026  0.495
83 H 2.60645 -3.47644 -2.54010  0.265
84 H -0.32810 -1.12015 -3.58559  0.064
85 C 4.90567 -1.43592 0.71290  -1.236
86 C 4.97517 -0.24974 -0.16414  0.717
87 C 4.52427 -0.48261 -1.60537  -1.268
88 O 4.12608 0.81027 0.39685  -0.552
89 H 5.01360 -1.19199 1.76976  0.273
90 H 5.54218 -2.25205 0.37099  0.434
91 H 3.95460 -1.96405 0.78105  0.142
92 H 5.99318 0.12509 -0.27024  0.239
93 H 4.34770 0.40275 -2.21616  0.368
94 H 3.66810 -1.14006 -1.75645  0.048
95 H 5.30137 -0.98331 -2.18290  0.482
96 H 3.20688 0.54902 0.48862  0.622
97 C -1.01426 3.86933 -2.52492  -6.328
98 O -0.07774 3.05124 -2.59105  0.615
99 N -1.40016 4.53456 -3.59426  1.072
100 N -1.62673 4.24753 -1.45648  3.403
101 H -2.28940 5.00976 -3.65381  0.500
102 H -0.86741 4.28498 -4.41523  0.168
103 H -2.08320 5.14237 -1.35159  0.590
104 H -1.43056 3.79625 -0.57445  -0.745
105 C 1.05159 -3.86022 2.79133  0.782
106 O 0.53319 -4.26282 1.70882  -0.739
107 N 0.27024 -3.39741 3.72428  -0.320
108 N 2.32477 -4.06672 3.02965  -0.396
109 H -0.67561 -3.09767 3.53551  0.181
110 H 0.65167 -3.06801 4.59956  0.183
111 H 2.68125 -3.82477 3.94315  0.154
112 H 2.93406 -4.56965 2.40041  0.225
113 C 0.46854 -0.54974 0.15744  -0.843
114 O 1.59234 -0.25092 0.55268  -0.900
115 N -0.19544 -1.65938 0.45321  1.384
116 N -0.23114 0.25134 -0.62960  1.757
117 H -1.06857 -1.99650 0.07360  -0.217
118 H 0.39823 -2.34354 0.89994  -0.295
119 H -1.01311 -0.16706 -1.11289  -0.665
120 H 0.14980 1.14368 -0.91018  -0.516

As for the gap between HOMO and LUMO (spin up / spin down): 1.61 / 9.20 eV. As for the multiplicity: 2. The energy comes out at -60694.848 eV. Its net charge is -1. As for the LUMO energy (spin up / spin down): 0.074 / 0.074 Eh. The HOMO energy (spin up / spin down) comes out at 0.015 / -0.264 Ha.